Density functional theory data (ωB97M-V/def2-TZVPD) for a cluster of 6 separate species, C12H38N2O6 in total in a non-equilibrium geometry.

Its total charge is 0. The calculation puts the energy relative to the best compared isomer or geometry (same formula, charge and spin) at 17.55 kcal/mol. The LUMO energy is 0.3 eV.

The geometry in XYZ format:
```
58
Properties=species:S:1:pos:R:3:forces:R:3:lowdin_charge:R:1
C 2.38737 -19.89995 11.10136 -0.4872 0.0265 -0.3415 -0.098
O 1.02661 -19.53995 10.92959 0.3866 -0.1352 0.4908 -0.170
C 0.37772 -20.36235 10.00672 -0.0675 0.0133 -1.0155 -0.252
C -1.11182 -20.14854 10.07489 -0.6550 -0.1778 0.6591 -0.452
C -1.65344 -20.57422 11.44076 -0.1903 -0.0456 -0.0402 -0.065
N -1.72165 -20.99326 9.04662 0.2888 0.0664 0.2996 0.032
H 2.78939 -19.28193 11.90146 -0.0110 0.0160 0.0346 0.083
H 2.93477 -19.73221 10.16520 0.1352 -0.0269 0.0969 0.096
H 2.46498 -20.95654 11.37825 0.1228 0.0170 0.0479 0.092
H 0.71880 -20.13357 8.97727 0.0655 0.0420 0.1810 0.132
H 0.56202 -21.43884 10.13788 0.1635 0.0931 0.3689 0.130
H -1.35773 -19.08397 9.96704 0.2424 0.0430 -0.2237 0.139
H -2.74610 -20.51733 11.47427 0.0430 0.0374 -0.1457 0.073
H -1.28685 -19.92787 12.23729 0.1657 -0.0669 -0.0421 0.075
H -1.38519 -21.61378 11.64145 0.0798 0.0426 0.0524 0.081
H -2.72392 -20.86816 9.06211 -0.0283 -0.0171 -0.2736 0.070
H -1.34503 -20.76236 8.13658 -0.2736 0.0488 -0.1284 0.068
C 8.86052 -19.76999 13.51600 0.1725 -0.2080 0.0297 -0.102
O 9.93053 -20.22106 14.32373 0.0435 -0.0509 -0.1027 -0.193
C 11.08579 -20.62050 13.60296 -0.1996 0.0448 0.6213 -0.210
C 11.98277 -21.41505 14.53356 0.6225 -0.4431 0.1294 -0.439
C 12.38554 -20.63373 15.77920 -0.3003 0.3222 -0.4376 -0.064
N 13.20088 -21.79680 13.77305 -0.0065 -0.1690 0.3515 0.027
H 7.96419 -20.26234 13.89170 -0.1927 0.2618 -0.1157 0.074
H 9.00349 -20.04755 12.46656 -0.0151 -0.0815 0.0237 0.076
H 8.75845 -18.68110 13.54655 -0.0254 -0.0038 0.1484 0.087
H 10.77301 -21.25426 12.76787 0.2197 0.1175 -0.2343 0.121
H 11.64956 -19.74304 13.26749 -0.0347 -0.0699 -0.2981 0.132
H 11.48312 -22.33158 14.87071 -0.3534 0.1982 -0.0717 0.135
H 13.00128 -19.77431 15.49613 0.1806 -0.1594 0.0344 0.086
H 12.92166 -21.28989 16.46233 0.0899 0.1184 0.1094 0.076
H 11.50691 -20.21693 16.26955 -0.0305 -0.1963 0.1014 0.074
H 13.96620 -21.90162 14.43353 0.0139 0.2104 -0.0784 0.061
H 13.09652 -22.73391 13.39637 -0.1580 0.1451 -0.2063 0.066
C 6.47903 -22.04988 11.47577 -0.0351 -0.5917 0.8609 -0.074
C 5.68855 -22.01211 12.77797 -0.1720 0.4946 -0.4891 -0.297
O 5.42561 -20.64581 13.14202 -0.0391 -0.2290 0.0480 -0.110
H 6.02004 -21.49710 10.66200 -0.1574 0.0727 0.0793 0.071
H 6.50086 -23.11752 11.23959 0.3043 0.1277 -0.3981 0.080
H 7.49249 -21.69259 11.64805 0.0398 0.0094 -0.1751 0.056
H 6.23578 -22.50050 13.58777 0.0840 -0.0832 -0.0920 0.111
H 4.75095 -22.55663 12.61543 -0.0580 0.1286 0.1959 0.106
H 5.04784 -20.64762 14.02582 -0.0349 0.0689 0.0480 0.090
C 7.88043 -15.48257 11.33032 -0.1464 -0.9309 0.5765 -0.093
C 7.30532 -14.08507 11.37793 -0.0226 0.0404 -0.5806 -0.328
O 7.06886 -13.63886 12.70361 -0.0959 0.0617 0.0286 -0.077
H 8.53075 -15.67273 12.18925 0.2001 0.3175 -0.1394 0.071
H 8.42452 -15.73302 10.42131 -0.0184 0.2471 -0.1199 0.073
H 7.08847 -16.23529 11.43405 -0.0433 0.1434 -0.1405 0.054
H 6.38545 -14.06105 10.78220 -0.0064 0.0905 0.0851 0.112
H 7.97726 -13.36639 10.90700 0.1118 0.0193 0.2138 0.109
H 6.22717 -13.99930 12.99428 0.0122 -0.0154 0.0614 0.080
O 5.49149 -17.68761 8.37118 -0.0313 0.0519 -0.0410 -0.076
H 6.14790 -18.15817 7.85207 0.0156 -0.0123 -0.0261 0.026
H 5.64109 -17.97654 9.28306 0.0340 -0.0227 0.0496 -0.023
O 5.62436 -18.71031 11.03981 0.0584 0.2704 -0.1058 -0.051
H 4.72460 -18.84181 11.35222 0.0092 -0.1055 0.0153 0.012
H 6.16484 -18.83548 11.82611 -0.0157 -0.1663 0.0202 0.036
```
Forces are in eV/Å.